8
Properties=species:S:1:pos:R:3:lowdin_charge:R:1 method="wB97M-V/def2-TZVPD" smiles=C#[N+][O-].N lumo_energy_ev=0.80 relative_energy_ev=4.783 homo_ev=-9.18
C -1.319 -0.463 0.034 0.068
N -1.497 0.629 -0.323 -0.266
O -1.908 1.707 -0.548 0.013
H -0.585 -1.315 0.128 0.085
N 1.144 -0.308 0.231 -0.071
H 1.108 0.652 0.709 0.068
H 1.086 -0.069 -0.811 0.065
H 1.971 -0.832 0.580 0.038